88
Properties=species:S:1:pos:R:3:forces:R:3 method="wB97M-V/def2-TZVPD" homo_ha=-0.3009 lumo_energy_ha=-0.0704 fmax_ha_per_bohr=0.0121
H 3.82934 -3.43055 4.88440 0.00 0.00 0.00
C -4.59283 0.32742 -1.46295 -0.01 0.01 0.00
C 2.49769 -3.50197 1.77293 -0.02 -0.02 0.00
H 3.01290 -1.56362 -3.52341 0.02 -0.02 0.02
P 1.60675 -1.55886 -0.00424 0.09 0.07 0.07
C 3.41966 -3.06744 3.95102 -0.01 0.00 -0.02
H 6.54061 -5.34497 -1.76837 0.00 0.00 0.00
C -0.83866 -0.22067 4.82938 0.03 -0.01 0.04
C -0.15799 -0.20265 -5.24942 0.00 0.00 0.02
C 2.73634 -1.23717 2.55196 0.04 0.02 -0.01
C -0.12976 0.47357 2.61314 0.01 -0.04 0.00
C 5.87714 -4.48253 -1.74517 0.00 0.01 0.00
C 3.66243 4.42154 -2.53784 0.01 -0.01 0.00
O -3.16395 4.93532 -0.57060 0.06 -0.01 0.11
N 2.78817 -0.72650 -0.97255 -0.17 0.09 0.23
O -1.49519 4.11561 -1.66232 0.08 -0.03 0.08
H 2.61642 -0.17242 2.41321 0.03 -0.04 0.01
C 5.13137 -1.46914 -0.47840 -0.01 0.00 0.01
C 0.18199 0.23438 -3.98003 -0.03 0.02 0.00
H 3.55609 -0.99471 4.50658 -0.01 0.01 0.00
O -1.28148 1.61903 -0.61426 0.02 0.03 -0.10
C 0.02052 0.52478 3.96934 -0.02 0.02 -0.03
C -5.26807 1.51507 -1.49237 0.03 -0.02 0.00
H 3.99350 -0.00480 0.61342 0.01 0.01 0.00
C 2.20989 -3.72945 -1.64384 -0.02 0.01 -0.01
H 5.03453 3.34747 -3.79636 0.00 0.00 0.00
H 6.12514 -0.83011 -2.27920 0.01 0.00 0.00
C 4.10675 -0.34409 -0.41776 0.04 -0.06 -0.09
C 4.18478 3.27484 -3.13053 0.01 0.00 -0.01
C 1.92308 -4.92953 -2.27181 -0.01 -0.01 -0.02
C 0.64116 -1.13524 -5.89841 0.01 0.00 0.00
H 2.40667 -2.34903 -5.78603 0.00 0.00 0.00
H 5.36617 -4.46733 -0.78301 0.00 0.00 0.01
O -1.33083 -1.04819 -1.53205 0.04 0.00 0.00
O -7.26997 2.59012 -1.75651 -0.03 0.02 0.01
P 1.68830 0.40143 -1.70587 0.00 -0.55 -0.29
H -1.04816 0.17949 -5.73154 0.00 0.00 0.00
N 2.01774 1.83074 4.94104 0.02 -0.01 0.00
H -5.13894 3.66923 -1.40612 0.00 -0.01 0.00
C 2.34360 -2.13047 1.55108 0.03 0.04 -0.03
C 1.98647 3.10737 -1.43032 0.02 0.01 0.01
C 3.60727 2.04385 -2.88137 -0.01 0.03 -0.01
H 1.11534 3.03924 -0.78811 0.00 0.01 -0.02
N -2.56812 4.02279 -1.10365 -0.15 0.07 -0.27
H -5.12279 -0.60077 -1.61267 0.00 0.00 0.00
H 4.46881 0.51438 -0.98435 -0.01 -0.01 -0.02
O -7.25876 0.43646 -1.85151 -0.03 -0.02 0.01
C 2.12840 -1.17992 -4.01183 -0.01 -0.02 0.03
C 1.32731 -0.25597 -3.35452 0.10 0.17 -0.04
C -3.25232 2.72467 -1.16988 -0.01 -0.05 0.08
N -6.71307 1.51228 -1.71573 0.03 0.00 -0.03
C -0.03040 -3.65072 -0.76293 -0.04 -0.01 0.03
C -4.59901 2.73444 -1.35740 0.02 0.03 0.01
H 0.42961 -6.42305 -2.64652 0.00 0.00 0.00
Ir 0.00991 0.01508 -0.19991 -0.05 0.28 -0.05
C 3.03350 -3.96323 2.96541 0.00 0.01 0.01
C 2.56456 4.34212 -1.69732 -0.01 -0.01 0.00
H 4.11271 5.38336 -2.74583 0.00 0.00 0.00
C 3.27019 -1.70439 3.74116 0.02 0.00 0.02
H 3.13919 -5.02828 3.12394 0.00 0.00 0.00
C -3.21312 0.32374 -1.26442 0.02 -0.01 -0.01
H 0.37106 -1.48296 -6.88692 0.00 0.00 0.00
H 4.70116 -2.37621 -0.04430 0.01 0.00 0.00
H 5.15022 -4.58373 -2.55129 -0.01 0.00 -0.01
C 1.78352 -1.62236 -5.28088 -0.01 -0.01 -0.01
H 2.19176 -4.22058 1.02603 -0.01 0.01 -0.01
H -0.79170 -3.15827 -0.17014 0.03 -0.01 0.00
H 5.97733 -1.19870 0.15747 -0.01 0.01 0.01
C -0.31718 -4.85184 -1.39537 0.00 0.01 0.01
H -1.30373 -5.28507 -1.29950 0.00 0.00 0.00
H 3.19580 -3.29217 -1.72608 0.04 0.03 -0.03
S -1.27334 -0.51261 1.75865 -0.02 -0.02 0.08
C -2.47247 1.52785 -1.01085 -0.03 -0.02 0.02
S 0.89080 1.33028 1.49252 0.05 -0.07 -0.03
H 2.68440 -5.43125 -2.85576 0.00 0.00 0.00
N -1.52715 -0.83393 5.51774 -0.01 0.00 -0.01
H 3.99147 1.15304 -3.36596 0.00 0.00 -0.01
C 0.65635 -5.48820 -2.15067 0.02 0.00 -0.01
N -2.58055 -0.95816 -1.38855 0.05 0.01 0.05
C 1.10549 1.25921 4.53178 -0.02 0.01 0.01
S 6.90608 -3.02282 -1.98904 -0.01 0.00 0.00
H -0.44436 0.95913 -3.46896 0.00 0.00 0.00
H 2.14815 5.23586 -1.25303 0.00 0.00 0.00
O -3.25428 -1.95266 -1.44865 -0.02 0.00 -0.07
C 1.23305 -3.08304 -0.89259 0.00 0.01 0.02
H 4.83368 -1.97930 -2.57135 -0.01 -0.01 -0.01
C 5.64694 -1.73080 -1.88680 0.00 0.00 0.01
C 2.51474 1.96081 -2.01641 -0.15 0.07 0.22